No. 1
Formula: C18H29N2O4
Source: the OMol25 dataset
Level of theory: ωB97M-V/def2-TZVPD

Each line ends with the Mulliken charge.
Atoms and positions in Å:
C (-2.281, -3.265, -1.669)  -1.314
C (-1.598, -1.912, -1.772)  0.148
H (-1.465, -1.612, -2.813)  0.384
H (-2.168, -1.149, -1.233)  -0.076
O (-0.263, -1.949, -1.241)  -0.396
C (-0.161, -1.894, 0.091)  0.905
O (-1.061, -1.694, 0.864)  -0.641
N (1.137, -2.073, 0.506)  -0.027
C (2.270, -2.208, -0.372)  -0.743
H (2.910, -3.006, 0.015)  0.302
C (3.044, -0.870, -0.423)  -0.591
N (2.570, 0.002, 0.673)  0.455
C (3.251, 1.311, 0.725)  -0.865
H (4.332, 1.163, 0.771)  0.376
H (2.913, 1.831, 1.622)  0.477
C (2.939, 2.197, -0.497)  -0.155
O (3.747, 1.756, -1.563)  -0.547
H (3.843, 2.445, -2.229)  0.366
C (1.440, 2.160, -0.909)  -0.922
O (0.662, 1.708, 0.180)  -0.544
C (-0.724, 1.593, 0.010)  0.885
C (-1.427, 1.251, 1.157)  -0.544
C (-2.794, 1.044, 1.119)  1.296
C (-3.471, 1.186, -0.100)  1.074
C (-2.754, 1.547, -1.228)  -1.300
C (-1.382, 1.752, -1.193)  -0.766
H (-0.865, 2.029, -2.098)  0.464
H (-3.270, 1.668, -2.169)  0.332
C (-4.945, 0.948, -0.183)  -1.674
H (-5.190, -0.054, 0.166)  0.342
H (-5.299, 1.059, -1.204)  0.402
H (-5.482, 1.656, 0.447)  0.371
C (-3.528, 0.655, 2.360)  -1.966
H (-4.367, 1.324, 2.538)  0.409
H (-2.870, 0.679, 3.224)  0.418
H (-3.922, -0.355, 2.256)  0.362
H (-0.887, 1.144, 2.086)  0.345
H (1.110, 3.157, -1.222)  0.610
H (1.335, 1.479, -1.766)  0.405
H (3.214, 3.219, -0.210)  0.521
C (2.592, -0.749, 1.944)  -0.341
H (2.416, -0.069, 2.778)  0.384
C (1.483, -1.823, 1.885)  -0.981
H (1.826, -2.744, 2.365)  0.398
H (0.570, -1.492, 2.386)  0.426
H (3.580, -1.200, 2.065)  0.396
H (1.570, 0.269, 0.497)  -0.205
H (2.895, -0.356, -1.371)  0.433
H (4.116, -1.031, -0.297)  0.473
H (1.924, -2.494, -1.363)  0.357
H (-1.690, -4.029, -2.168)  0.335
H (-2.411, -3.539, -0.625)  0.313
H (-3.257, -3.210, -2.141)  0.437

Cartesian forces (eV/Å) of the 3 atoms listed first:
C 0.35 0.25 0.08
C -0.64 -0.01 -0.07
H -0.02 0.03 0.13

Maximum force   0.0174 hartree/bohr
Structure (SMILES)   CCOC(=O)N1CC[NH+](C[C@@H](O)COc2ccc(C)c(C)c2)CC1
Molar mass   337.44 g mol⁻¹
LUMO level   -2.20 eV
HOMO   -11.2 eV
Charge   +1
ΔE to the lowest compared entry with this formula, charge and spin   3.16 kcal/mol

No. 2
Formula: C18H29N5O3S
Source: the OMol25 dataset
Level of theory: ωB97M-V/def2-TZVPD

Each line ends with the Mulliken charge.
Atoms and positions in Å:
C (-0.665, 6.363, 0.170)  -1.117
C (-0.985, 5.410, 1.316)  -0.494
C (-2.106, 4.426, 0.980)  -0.710
C (-1.714, 3.426, -0.104)  -0.257
C (-2.819, 2.403, -0.358)  -0.585
H (-2.962, 1.773, 0.523)  0.359
C (-2.509, 1.518, -1.569)  -1.424
N (-1.303, 0.756, -1.378)  0.090
C (-1.150, -0.378, -0.664)  -0.192
N (0.099, -0.823, -0.641)  -0.236
C (0.793, 0.076, -1.371)  0.999
C (-0.044, 1.079, -1.844)  0.114
C (0.441, 2.152, -2.654)  -0.057
O (-0.173, 3.081, -3.138)  -0.668
N (1.816, 2.012, -2.848)  -0.023
C (2.690, 1.039, -2.400)  0.459
O (3.868, 1.073, -2.671)  -0.668
N (2.129, 0.042, -1.631)  -0.017
C (2.948, -1.032, -1.114)  -0.972
H (2.622, -1.983, -1.534)  0.298
H (2.857, -1.074, -0.029)  0.277
H (3.978, -0.829, -1.402)  0.393
H (2.253, 2.732, -3.415)  0.246
S (-2.483, -1.171, 0.109)  -0.115
C (-1.608, -2.615, 0.779)  -0.571
H (-2.370, -3.367, 0.978)  0.449
C (-0.843, -2.266, 2.051)  -0.832
N (-0.060, -3.415, 2.466)  0.102
C (1.244, -3.457, 1.826)  -0.182
C (1.923, -4.780, 2.178)  -0.825
H (2.930, -4.824, 1.758)  0.364
O (2.069, -4.923, 3.571)  -0.391
C (0.817, -4.849, 4.209)  -0.672
C (0.109, -3.527, 3.904)  -0.561
H (-0.873, -3.525, 4.381)  0.401
H (0.708, -2.694, 4.312)  0.341
H (1.011, -4.945, 5.278)  0.358
H (0.178, -5.680, 3.874)  0.347
H (1.321, -5.610, 1.779)  0.366
H (1.121, -3.378, 0.746)  0.225
H (1.881, -2.622, 2.170)  0.233
H (-0.211, -1.385, 1.864)  0.287
H (-1.559, -2.015, 2.838)  0.478
H (-0.937, -2.963, -0.003)  0.250
H (-2.361, 2.140, -2.454)  0.472
H (-3.331, 0.816, -1.739)  0.438
H (-3.758, 2.921, -0.556)  0.462
H (-0.800, 2.910, 0.202)  0.305
H (-1.503, 3.952, -1.036)  0.199
H (-2.377, 3.876, 1.886)  0.377
H (-2.988, 4.983, 0.656)  0.324
H (-1.285, 5.995, 2.188)  0.346
H (-0.085, 4.852, 1.586)  0.300
H (0.088, 7.084, 0.479)  0.361
H (-1.557, 6.907, -0.132)  0.284
H (-0.283, 5.824, -0.693)  0.264

Cartesian forces (eV/Å) of the 3 atoms listed first:
C 0.06 -0.13 0.21
C -0.23 0.06 -0.08
C 0.37 -0.10 0.02

Maximum force   0.0269 hartree/bohr
Structure (SMILES)   CCCCCCn1c(SCCN2CCOCC2)nc2c1c(=O)[nH]c(=O)n2C
Molar mass   395.53 g mol⁻¹
LUMO level   0.50 eV
HOMO   -8.1 eV
Charge   0
ΔE to the lowest compared entry with this formula, charge and spin   2.20 kcal/mol

No. 3
Formula: C18H29N7O8S2
Source: the OMol25 dataset
Level of theory: ωB97M-V/def2-TZVPD

Each line ends with the Mulliken charge.
Atoms and positions in Å:
C (-2.471, 6.153, 0.242)  -0.672
C (-3.047, 5.091, -0.577)  0.392
N (-3.412, 4.170, -1.157)  -0.463
H (-1.403, 5.935, 0.419)  0.178
H (-2.975, 6.206, 1.219)  0.263
H (-2.590, 7.037, -0.321)  0.331
C (-1.656, 1.562, 2.507)  -0.430
C (-0.568, 2.050, 3.348)  0.312
N (0.396, 2.232, 3.874)  -0.493
H (-2.189, 2.339, 1.937)  0.346
H (-2.368, 0.920, 3.031)  0.419
H (-1.238, 1.055, 1.663)  -0.162
C (2.824, 3.046, 1.644)  -0.451
C (1.750, 3.938, 1.166)  0.444
N (0.888, 4.636, 0.841)  -0.536
H (2.546, 2.654, 2.611)  0.194
H (3.698, 3.640, 1.765)  0.348
H (2.858, 2.276, 0.901)  0.070
C (-2.887, -4.997, 1.611)  -0.835
C (-1.696, -4.745, 0.887)  0.380
N (-0.673, -4.510, 0.407)  -0.512
H (-2.791, -4.403, 2.490)  0.266
H (-2.975, -6.097, 1.859)  0.302
H (-3.694, -4.539, 1.062)  0.278
C (2.026, -0.263, 3.674)  0.040
C (1.005, -1.238, 3.916)  0.224
N (0.170, -2.019, 4.075)  -0.483
H (1.649, 0.656, 3.177)  -0.307
H (2.685, -0.946, 3.055)  0.086
H (2.568, -0.054, 4.587)  0.378
C (1.066, 3.058, -3.344)  -0.880
C (1.424, 2.371, -2.138)  0.327
N (1.888, 1.962, -1.195)  -0.274
H (0.087, 3.459, -3.119)  0.238
H (0.855, 2.359, -4.146)  0.286
H (1.826, 3.828, -3.617)  0.309
C (-3.249, 0.311, -0.749)  -0.264
C (-3.937, -0.031, 0.508)  0.325
N (-4.418, -0.222, 1.509)  -0.478
H (-3.431, 1.371, -0.958)  0.227
H (-3.660, -0.165, -1.638)  0.368
H (-2.159, 0.183, -0.627)  -0.129
C (0.252, -3.436, -3.596)  -0.200
C (-0.688, -3.379, -2.379)  -0.031
O (-0.667, -1.934, -2.101)  -0.108
S (-0.816, -1.165, -3.515)  0.952
O (-0.016, -0.027, -3.660)  -0.419
O (-2.198, -1.060, -3.693)  -0.578
O (-0.240, -2.354, -4.389)  -0.358
H (0.093, -4.319, -4.212)  0.315
H (1.271, -3.271, -3.286)  0.276
H (-0.367, -3.761, -1.473)  0.181
H (-1.781, -3.631, -2.600)  0.178
C (2.163, -1.345, -0.373)  -0.597
C (2.101, -2.746, 0.193)  0.142
O (3.474, -3.094, 0.451)  -0.367
S (4.447, -1.926, -0.144)  1.096
O (4.648, -2.049, -1.544)  -0.568
O (5.598, -1.776, 0.679)  -0.581
O (3.383, -0.740, 0.095)  -0.259
H (1.304, -0.722, -0.037)  0.200
H (2.164, -1.380, -1.418)  0.474
H (1.656, -3.350, -0.570)  0.187
H (1.502, -2.800, 1.175)  0.102

Cartesian forces (eV/Å) of the 3 atoms listed first:
C 0.25 -1.15 0.63
C 0.35 -0.58 0.50
N -0.16 0.04 -0.16

Maximum force   0.0990 hartree/bohr
Molar mass   535.61 g mol⁻¹
LUMO level   0.29 eV
HOMO   -11.3 eV
Charge   0

No. 4
Formula: C18H29NO2
Source: the OMol25 dataset
Level of theory: ωB97M-V/def2-TZVPD

Each line ends with the Mulliken charge.
Atoms and positions in Å:
C (-0.368, -2.449, -2.778)  -1.604
C (-1.014, -1.598, -1.730)  1.206
C (-1.772, -0.488, -2.055)  -1.220
C (-2.357, 0.300, -1.079)  -0.357
C (-2.214, -0.027, 0.260)  0.751
C (-1.467, -1.150, 0.598)  -0.777
C (-0.853, -1.927, -0.375)  0.877
O (-0.099, -3.045, -0.142)  -0.472
C (0.454, -3.341, 1.122)  -0.415
C (1.966, -3.031, 1.175)  -0.538
O (2.311, -1.817, 1.798)  -0.505
C (1.936, -0.620, 1.142)  0.362
C (2.580, -0.439, -0.251)  -0.856
N (2.530, 0.893, -0.799)  0.070
C (3.246, 1.937, -0.068)  -0.728
C (2.213, 3.020, 0.247)  -0.534
H (1.686, 2.784, 1.174)  0.176
H (2.657, 4.009, 0.339)  0.419
C (1.264, 2.896, -0.941)  -0.784
H (1.702, 3.375, -1.816)  0.357
H (0.283, 3.328, -0.754)  0.300
C (1.198, 1.384, -1.144)  0.445
H (0.967, 1.110, -2.178)  0.167
H (0.418, 0.954, -0.504)  -0.571
H (4.022, 2.343, -0.730)  0.346
H (3.736, 1.548, 0.826)  0.373
H (2.083, -1.095, -0.971)  0.194
H (3.632, -0.735, -0.182)  0.300
H (0.844, -0.547, 1.063)  -0.090
H (2.285, 0.165, 1.816)  0.315
H (2.461, -3.788, 1.788)  0.481
H (2.367, -3.091, 0.155)  0.278
H (0.315, -4.418, 1.255)  0.425
H (-0.049, -2.826, 1.943)  0.151
H (-1.382, -1.407, 1.645)  0.199
C (-2.827, 0.822, 1.347)  -0.037
C (-2.173, 2.206, 1.369)  -1.292
H (-2.348, 2.727, 0.431)  0.265
H (-1.098, 2.116, 1.516)  0.160
H (-2.583, 2.806, 2.179)  0.502
C (-4.341, 0.940, 1.174)  -1.595
H (-4.587, 1.463, 0.253)  0.302
H (-4.796, -0.048, 1.138)  0.387
H (-4.773, 1.491, 2.006)  0.455
H (-2.633, 0.340, 2.312)  0.426
H (-2.926, 1.169, -1.370)  0.315
H (-1.898, -0.227, -3.096)  0.348
H (0.712, -2.467, -2.639)  0.277
H (-0.590, -2.070, -3.773)  0.402
H (-0.721, -3.475, -2.699)  0.345

Cartesian forces (eV/Å) of the 3 atoms listed first:
C -0.01 0.00 0.09
C 0.14 -0.17 0.14
C 0.00 -0.01 0.12

Maximum force   0.0125 hartree/bohr
Structure (SMILES)   Cc1ccc(C(C)C)cc1OCCOCCN1CCCC1
Molar mass   291.43 g mol⁻¹
LUMO level   0.88 eV
HOMO   -7.9 eV
Charge   0
ΔE to the lowest compared entry with this formula, charge and spin   25.76 kcal/mol